[1]
Molecular formula: C4H10O2
Method: DFT, ωB97M-V/def2-TZVPD

Its electronic energy is -8404.1461 eV. The energy above the lowest of the compared OMol25 structures with the same formula, charge and spin comes out at 32.3 kcal/mol. As for the charge: 0. As for the LUMO energy: 0.0277 hartree. For the HOMO-LUMO gap, the calculation gives 10.23 eV. Its SMILES is CC(C)C=O.O. The max |F| comes out at 2.810 eV/A.

Each line ends with the natural charge from an NBO analysis.
Positions of all 16 atoms, in Å:
C -0.51022 0.49729 -0.36666  -0.6236
C 0.94022 0.05710 -0.21503  -0.3109
C 2.06196 1.13281 0.11349  -0.6234
C 1.08715 -0.95317 0.95668  0.4614
O 1.40867 -2.10241 0.83159  -0.5150
H -0.34428 1.49549 -0.77522  0.2135
H -0.95198 -0.17544 -1.17647  0.2389
H -1.08705 0.51121 0.56072  0.2102
H 1.30080 -0.45970 -1.11369  0.2111
H 2.98564 0.65259 -0.20825  0.2210
H 2.02977 1.92259 -0.64504  0.2171
H 2.03588 1.43642 1.18189  0.2105
H 0.83387 -0.44159 1.86463  0.0884
O -3.77983 -1.28756 -0.66093  -0.9453
H -3.84323 -1.85416 0.11178  0.4740
H -4.16739 -0.43147 -0.45949  0.4722

=====

[2]
Molecular formula: C20H32BrNO4
Method: DFT, ωB97M-V/def2-TZVPD

Its electronic energy is -100960.6619 eV. The energy above the lowest of the compared OMol25 structures with the same formula, charge and spin comes out at 477.3 kcal/mol. As for the charge: 0. As for the LUMO energy: 0.0133 hartree. For the HOMO-LUMO gap, the calculation gives 8.45 eV. The max |F| comes out at 18.229 eV/A.

Each line ends with the natural charge from an NBO analysis.
Positions of all 58 atoms, in Å:
C -1.48710 -2.47851 1.86405  -0.6326
H -1.17578 -1.79857 2.58996  0.2103
H -0.71127 -3.24008 1.85262  0.1940
H -2.49951 -2.86978 1.86300  0.2034
C -1.28101 -1.98151 0.26062  0.2967
N -1.91965 -0.53495 0.35303  -0.5827
C -1.28627 0.43817 1.26736  -0.1608
H -1.95334 1.27719 1.38711  0.2126
H -0.71381 0.16017 1.85492  0.1470
C -0.14720 1.33309 0.22703  -0.0125
O -0.56936 1.45859 -1.11139  -0.7533
H -1.16271 0.54732 -1.28377  0.4714
C -0.15323 2.68296 0.52412  -0.0847
O 1.10808 3.56129 0.54771  -0.5645
C 1.62031 3.46610 -0.92431  -0.0924
C 3.00734 2.96148 -0.62731  -0.0634
H 3.61989 3.30086 0.15157  0.2007
O 3.02301 1.53451 -0.52156  -0.5026
C 4.33338 1.02967 -0.52072  0.2645
C 4.09335 -0.41433 -0.16732  -0.1655
C 5.20135 -1.24520 -0.21869  -0.2600
C 6.37795 -0.54313 0.01357  0.0856
C 6.61772 0.84075 -0.25656  -0.2481
C 5.42907 1.55874 -0.29712  -0.2806
H 5.60880 2.74206 -0.84735  0.2217
H 7.68438 1.20690 -0.33401  0.2596
Br 8.06860 -1.89403 0.07255  -0.1149
H 5.19709 -2.14608 -0.02728  0.2027
H 3.06098 -0.94164 -0.16823  0.2322
H 3.62384 3.23068 -1.61336  0.1412
H 1.06584 2.94666 -1.51251  0.2030
H 1.58409 4.48503 -1.30982  0.1894
H -0.89607 3.43662 0.05658  0.2097
H -0.44117 2.84350 1.67472  0.1699
H 0.80006 0.93032 0.39509  0.1904
C -3.27824 -0.07102 0.19585  0.2485
C -3.80875 -1.19759 -1.12421  -0.3896
C -3.40269 -2.63594 -0.51469  0.0677
C -1.89642 -2.64240 -0.69253  -0.4981
H -1.60212 -2.20659 -1.57334  0.2264
H -1.45998 -3.79044 -0.40380  0.2227
O -4.03306 -3.40278 -1.57867  -0.7371
H -3.64378 -3.19660 -2.62779  0.4539
H -3.89037 -3.22944 0.14807  0.2318
H -5.02995 -1.09134 -1.05507  0.2287
H -3.29753 -0.91106 -1.92595  0.1806
C -4.03064 -0.61774 1.50066  -0.5259
H -3.49498 -0.16525 2.33645  0.2035
H -4.18811 -1.47058 1.58633  0.1363
H -5.24262 -0.02549 1.40209  0.1598
C -3.60016 1.21037 -0.36364  -0.6498
H -3.56957 1.92124 0.44945  0.1949
H -4.44181 1.25102 -0.83332  0.2174
H -2.86007 1.39824 -0.98354  0.2278
C 0.33115 -1.81405 0.29505  -0.5474
H 0.63332 -2.66114 0.25186  0.1854
H 0.71093 -1.36942 0.95683  0.1771
H 0.36784 -1.16683 -0.66041  0.1979

=====

[3]
Molecular formula: C16H19BrN4O3
Method: DFT, ωB97M-V/def2-TZVPD

Its electronic energy is -99046.2962 eV. The energy above the lowest of the compared OMol25 structures with the same formula, charge and spin comes out at 0.0 kcal/mol. As for the charge: 0. As for the LUMO energy: 0.0233 hartree. For the HOMO-LUMO gap, the calculation gives 9.62 eV. Its SMILES is C/C(CC(=O)Nc1ccccc1Br)=N\NC(=O)C(=O)N1CCCC1. The max |F| comes out at 0.843 eV/A.

Each line ends with the natural charge from an NBO analysis.
Positions of all 43 atoms, in Å:
C -0.61474 -1.91146 -1.07089  -0.7117
C -0.15566 -1.86612 0.34413  0.3365
C 1.02474 -2.71370 0.71479  -0.5468
C 2.29430 -1.91203 0.41844  0.7016
O 3.14469 -2.26076 -0.36154  -0.5918
N 2.34429 -0.76198 1.14242  -0.6699
C 3.36486 0.19648 0.99564  0.1923
C 4.17610 0.52954 2.07466  -0.2299
C 5.20309 1.44342 1.92861  -0.2047
C 5.44016 2.03017 0.69629  -0.2047
C 4.63035 1.72580 -0.38284  -0.2165
C 3.59240 0.82305 -0.22761  -0.1053
Br 2.41918 0.51291 -1.68530  0.0699
N -0.59062 -1.10550 1.27142  -0.3051
N -1.66446 -0.28121 1.08790  -0.4378
C -2.87513 -0.55921 0.56493  0.5569
O -3.21801 -1.61173 0.05432  -0.6158
C -3.78094 0.65597 0.77073  0.5905
O -3.38989 1.58536 1.47430  -0.6434
N -4.97118 0.65597 0.17348  -0.3951
C -5.54802 -0.37091 -0.67467  -0.2082
C -6.81087 0.28093 -1.23479  -0.4108
C -7.22652 1.23662 -0.11842  -0.4107
C -5.88619 1.77078 0.36946  -0.2165
H 0.13900 -2.36932 -1.70478  0.2313
H -1.54864 -2.47099 -1.14493  0.2744
H -0.81896 -0.90001 -1.42463  0.2335
H 1.04958 -3.62932 0.12662  0.2449
H 1.00328 -2.95366 1.77822  0.2447
H 1.62198 -0.60665 1.83293  0.4245
H 3.99309 0.05494 3.02709  0.2200
H 5.82485 1.69020 2.77534  0.2183
H 6.24886 2.73386 0.57433  0.2191
H 4.79146 2.19390 -1.34176  0.2289
H -1.64438 0.57237 1.64759  0.4341
H -5.78667 -1.25541 -0.07564  0.2059
H -4.84584 -0.67461 -1.45198  0.2232
H -6.57352 0.84421 -2.13803  0.2029
H -7.57781 -0.45236 -1.47303  0.2212
H -7.72625 0.68674 0.67970  0.2050
H -7.88561 2.02980 -0.46354  0.2209
H -5.55176 2.62583 -0.22844  0.1985
H -5.87976 2.06954 1.41940  0.2258

=====

[4]
Molecular formula: C7H8
Method: DFT, ωB97M-V/def2-TZVPD

Its electronic energy is -7384.0454 eV. The energy above the lowest of the compared OMol25 structures with the same formula, charge and spin comes out at 108.4 kcal/mol. As for the charge: 0. As for the LUMO energy: 0.0456 hartree. For the HOMO-LUMO gap, the calculation gives 9.82 eV. Its SMILES is C[C@@]12[C@@H]3[C@H]4[C@@H]3[C@@H]1[C@H]42. The max |F| comes out at 0.388 eV/A.

Each line ends with the natural charge from an NBO analysis.
Positions of all 15 atoms, in Å:
C -0.39408 -0.90431 1.75938  -0.6100
C -0.14503 -0.26264 0.43403  -0.0166
C -1.03979 0.20716 -0.74995  -0.2308
C 0.12937 0.02073 -1.68937  -0.2263
C -0.07132 1.34896 -1.00647  -0.2247
C 0.80931 0.87357 0.16984  -0.2241
C 1.01047 -0.46942 -0.51780  -0.2312
H 0.56286 -1.00397 2.28780  0.2160
H -1.05238 -0.28844 2.38355  0.2124
H -0.83261 -1.90365 1.66679  0.2114
H -2.09520 0.07279 -0.96248  0.2258
H 0.12690 -0.18871 -2.75234  0.2252
H -0.19767 2.32883 -1.45253  0.2259
H 1.39084 1.42095 0.90427  0.2220
H 1.78517 -1.22746 -0.46919  0.2248

=====

[5]
Molecular formula: C46H69BrF5NO11P2
Method: DFT, ωB97M-V/def2-TZVPD

Its electronic energy is -175040.9342 eV. As for the charge: 0. As for the LUMO energy: -0.0351 hartree. For the HOMO-LUMO gap, the calculation gives 7.62 eV. Its SMILES is CCOP(=O)(CCc1cc([PH2]=N)c2c(c1)C(=O)c1cc(Br)c(C(F)(F)C(F)(F)F)cc1C2=O)OCC.C1CCOC1.C1CCOC1.C1CCOC1.C1CCOC1.C1CCOC1.C1CCOC1. The max |F| comes out at 1.265 eV/A.

Each line ends with the Mulliken charge.
Positions of all 135 atoms, in Å:
C -6.04735 2.01244 2.01931  -0.6721
C -5.56297 1.85094 0.57706  -0.2055
O -5.22672 0.49196 0.26280  -0.4172
P -3.74600 -0.03287 0.60784  0.5845
O -2.93340 -0.18566 -0.61362  -0.8290
C -4.00970 -1.59358 1.45808  -0.5112
C -3.07697 -1.80204 2.64347  -1.5629
C -1.60913 -1.82673 2.28067  0.6049
C -0.69071 -1.28104 3.14681  -0.2316
C 0.65676 -1.19847 2.82879  -0.1498
P 1.71933 -0.41058 4.07725  0.7007
N 1.58913 -1.03315 5.51720  -0.8424
C 1.06137 -1.67582 1.59077  0.1782
C 0.13997 -2.25178 0.72635  0.3131
C -1.18891 -2.34159 1.06941  -0.6442
C 0.59719 -2.71524 -0.61253  -0.3698
O 0.18433 -3.71021 -1.15384  -0.6123
C 1.61608 -1.81434 -1.23048  0.6049
C 1.62621 -1.53648 -2.57472  -0.8697
C 2.54026 -0.62368 -3.04631  0.6215
Br 2.37539 -0.16379 -4.87734  -0.1440
C 3.46244 -0.02057 -2.21299  0.1428
C 4.46210 1.03569 -2.65806  0.2727
F 5.20717 1.43204 -1.60570  -0.3481
F 3.78036 2.13770 -3.08329  -0.2478
C 5.47579 0.63276 -3.80541  0.6741
F 5.46736 -0.67633 -4.04136  -0.1517
F 6.71808 0.98311 -3.44044  -0.2687
F 5.20581 1.28343 -4.93912  -0.2643
C 3.47579 -0.35858 -0.86953  -0.7286
C 2.53567 -1.23829 -0.38127  0.5801
C 2.45998 -1.57718 1.07444  -0.4889
O 3.44478 -1.77975 1.73978  -0.7066
O -3.07079 0.96297 1.66201  0.2635
C -2.07433 1.87816 1.15789  -0.0419
C -1.73247 2.88878 2.25824  -1.4796
H -7.00192 2.53262 2.05713  0.4616
H -6.20613 1.02385 2.44409  -0.1086
H -5.34658 2.57176 2.63128  0.2498
H -6.36687 2.11881 -0.10257  0.4857
H -4.74419 2.53486 0.36446  0.0702
H -3.92458 -2.34920 0.68437  0.1796
H -5.03991 -1.65590 1.80322  0.4972
H -3.37358 -2.66565 3.23519  0.7204
H -3.20718 -0.94592 3.30592  0.2329
H -1.01545 -0.87686 4.09678  0.6452
H 1.36850 0.95543 3.99215  0.0219
H 3.03533 -0.42285 3.60522  -0.0224
H 0.94980 -1.81962 5.50006  0.2885
H -1.87755 -2.77483 0.36370  0.5963
H 0.90341 -1.99573 -3.22844  0.6501
H 4.18362 0.08639 -0.19080  0.7215
H -2.43408 2.39724 0.27436  0.4203
H -1.19123 1.32700 0.84887  0.0988
H -1.81526 3.90037 1.87728  0.2355
H -0.70141 2.75343 2.57124  0.2754
H -2.39813 2.73864 3.10289  0.4574
C -6.49923 -4.66525 -2.20222  -0.6107
C -7.67531 -4.69124 -1.22846  -0.5531
C -6.96765 -4.55741 0.11316  -0.4872
O -5.79460 -3.77800 -0.12837  -0.2945
C -5.57220 -3.65670 -1.53845  -0.3085
H -6.77438 -4.37828 -3.21565  0.3502
H -6.02387 -5.64769 -2.24241  0.2756
H -8.32357 -3.82945 -1.40142  0.2635
H -8.28216 -5.59280 -1.29546  0.3438
H -6.66481 -5.53544 0.50227  0.2917
H -7.57716 -4.05884 0.86822  0.2368
H -5.81189 -2.63279 -1.84284  0.2453
H -4.51843 -3.84086 -1.75026  0.2450
C 0.76192 4.52862 -2.30098  -0.4789
C 1.37253 5.37057 -1.18592  -0.3448
C 0.23555 5.41004 -0.17407  -0.5780
O -0.47551 4.17490 -0.31782  -0.2569
C -0.05237 3.51344 -1.51414  -0.2284
H 1.49801 4.05898 -2.95250  0.3554
H 0.10575 5.14982 -2.91529  0.1572
H 2.23907 4.85867 -0.75921  0.2129
H 1.68491 6.36227 -1.51149  0.2016
H -0.45266 6.23524 -0.38417  0.3065
H 0.58374 5.50328 0.85549  0.2908
H 0.56317 2.64945 -1.23589  0.0581
H -0.92964 3.15260 -2.05212  0.3181
C 4.79426 -4.73048 0.33621  -0.1143
C 3.51107 -5.05553 1.09313  0.0177
C 3.56789 -6.57436 1.18022  -0.5470
O 4.95372 -6.92039 1.22115  -0.4291
C 5.74755 -5.77443 0.89683  -0.4398
H 5.14732 -3.71391 0.48430  0.2408
H 4.64955 -4.88426 -0.73377  0.0934
H 3.55891 -4.61642 2.09257  0.1918
H 2.60738 -4.69100 0.60254  -0.0694
H 3.11777 -7.03756 0.29497  0.2861
H 3.07307 -6.97269 2.06699  0.3129
H 6.23036 -5.41774 1.81357  0.2870
H 6.52455 -6.06539 0.18852  0.1556
C 8.14287 -3.44397 -3.50518  -0.5702
C 8.65159 -2.46724 -2.44701  -0.5881
C 7.38685 -2.20124 -1.64255  0.2329
O 6.60527 -3.39537 -1.71199  -0.1302
C 7.14487 -4.27076 -2.70489  -0.5747
H 8.92677 -4.05083 -3.95543  0.3567
H 7.63046 -2.90079 -4.30250  0.1622
H 9.40286 -2.95238 -1.82010  0.2853
H 9.08729 -1.55815 -2.85902  0.3351
H 6.80952 -1.38039 -2.07537  -0.4773
H 7.58733 -1.96749 -0.59571  0.3235
H 7.63732 -5.11093 -2.20268  0.3293
H 6.32957 -4.66281 -3.31409  0.3233
C 2.66853 8.73606 -5.32192  -0.5536
C 3.28252 9.56866 -4.19910  -0.5567
C 2.14195 9.61413 -3.19157  -0.3807
O 1.42021 8.38900 -3.34330  -0.3880
C 1.84382 7.72521 -4.53787  -0.3003
H 3.40372 8.26499 -5.97229  0.3319
H 2.01675 9.35913 -5.93810  0.2650
H 4.14279 9.04759 -3.77326  0.2664
H 3.60633 10.55952 -4.51323  0.3429
H 1.46285 10.44809 -3.39836  0.2603
H 2.48706 9.69766 -2.16043  0.2629
H 2.44744 6.85492 -4.25631  0.1564
H 0.96694 7.37543 -5.08350  0.3092
C -7.94357 -0.37882 5.96055  -0.6384
C -6.87597 0.57346 6.49447  -0.5610
C -5.60206 -0.05393 5.94548  -0.4270
O -5.96163 -0.67517 4.70820  -0.1917
C -7.38557 -0.72645 4.58741  -0.4061
H -8.93884 0.05975 5.91105  0.3298
H -7.99501 -1.27297 6.58537  0.2687
H -7.01852 1.57094 6.07276  0.2606
H -6.86766 0.66073 7.57954  0.3594
H -5.21286 -0.82161 6.62243  0.2856
H -4.81300 0.67608 5.76057  0.2336
H -7.70186 0.00520 3.83570  0.2773
H -7.67808 -1.72022 4.24640  0.2575

=====

electronic energy of number 1 (C4H10O2)?
-8404.1461 eV

=====

Number 2 is which compound?
C20H32BrNO4